24
Properties=species:S:1:pos:R:3 method="wB97M-V/def2-TZVPD" e_above_lowest_kcal_mol=36.0 homo_ev=-8.34 total_charge=0 multiplicity=1 energy_ha=-426.51549 e_lumo_ev=0.93 smiles=Cc1ccc(O)cc1.CC
O 1.70 -1.03 -1.87
C 0.82 -1.07 -0.80
C -1.56 -1.74 2.55
C -0.44 -1.61 -1.06
C -0.28 2.73 -1.06
C 1.24 -0.56 0.42
C -0.91 -1.23 1.26
C -1.24 -1.85 0.04
C 1.12 2.12 -1.25
C 0.26 -0.50 1.42
H -0.16 3.32 -0.14
H 1.26 1.73 -2.25
H -0.80 -2.13 3.22
H -2.15 -2.42 -0.10
H 0.28 0.14 2.28
H -2.38 -2.51 2.50
H -0.56 -1.95 -2.13
H -2.17 -0.89 2.98
H 1.75 3.03 -1.19
H 1.34 1.47 -0.38
H -1.14 2.05 -0.90
H 2.27 -0.23 0.33
H 2.27 -0.26 -1.96
H -0.51 3.38 -1.91

---

24
Properties=species:S:1:pos:R:3 method="wB97M-V/def2-TZVPD" e_above_lowest_kcal_mol=42.9 homo_ev=-8.47 total_charge=0 multiplicity=1 energy_ha=-426.50439 e_lumo_ev=0.82 smiles=Cc1ccc(O)cc1.CC
O -3.48 -0.99 -0.54
C 0.58 -1.48 -0.97
C 0.01 2.32 1.94
C 2.07 -1.45 -1.13
C 1.44 2.72 1.43
C -1.69 -2.49 -0.79
C -0.03 -0.19 -1.05
C -1.35 -0.01 -0.71
C -0.23 -2.57 -0.89
C -2.12 -1.18 -0.69
H 0.49 -3.37 -0.61
H 1.45 2.67 0.32
H 0.03 2.46 2.95
H -0.76 2.99 1.61
H 2.37 -2.20 -1.82
H 2.59 -1.53 -0.19
H -2.38 -3.37 -0.71
H 1.56 3.65 1.73
H -0.23 1.27 1.63
H 2.15 2.00 1.85
H 2.29 -0.58 -1.75
H -1.81 0.89 -0.38
H 0.58 0.64 -1.33
H -3.55 -0.19 0.07